No. 1
58
Properties=species:S:1:pos:R:3:forces:R:3 method="wB97M-V/def2-TZVPD" multiplicity=1 smiles=C[C@@H](F)C[SiH3].CCN(CC)CC.CCN(CC)CC
H 2.1509 5.0791 2.7312 -0.072 -1.458 -1.884
C 0.6437 -0.0489 -1.2938 -0.260 -0.126 0.185
H 3.2286 -1.2013 -4.5094 -0.064 0.186 0.104
H -1.5697 -2.2619 3.7141 -0.262 -0.138 -0.155
C -3.2488 -4.5400 2.0184 -0.032 -0.329 -0.071
H -1.1198 -2.5789 2.0451 0.188 -0.082 -0.061
H 3.2878 2.9516 0.4643 -0.049 0.958 2.394
C 3.3580 3.3808 1.5698 0.268 1.043 -0.315
N -3.1459 -2.0071 2.3579 -0.282 -0.177 0.181
F 1.5811 4.9128 0.6614 0.602 -1.321 2.387
H 2.5445 0.8903 -1.0420 -0.025 0.003 -0.168
C 2.3853 2.4906 -3.2177 -0.041 -0.009 0.121
H 3.1478 -2.0194 -2.9790 -0.086 0.236 0.096
H -3.6106 -4.5926 0.9913 0.106 -0.004 0.006
H -3.6021 -3.4328 3.8092 0.115 0.157 -0.101
H 1.4293 -2.7366 -4.6747 -0.007 0.089 0.060
H 1.8205 2.6864 -2.3012 0.078 0.021 -0.060
Si -0.6762 3.3355 1.3985 1.009 0.519 0.547
C -1.7203 -1.9212 2.6821 -0.209 0.207 -0.030
C -3.7512 -3.2893 2.7309 0.031 0.195 0.251
C 1.2690 -1.8832 -4.0064 -0.183 -0.259 -0.116
H -2.1572 -4.6057 2.0126 -0.099 0.039 -0.024
H -3.3726 -0.3977 1.0523 0.084 -0.112 0.106
N 2.6079 0.0127 -2.9320 0.207 -0.334 -0.068
H -1.7951 -2.1321 -0.0858 -0.067 0.002 0.037
H 0.4385 0.1913 -0.2449 0.027 0.001 -0.086
C -2.8816 -2.0661 -0.1861 -0.028 -0.103 -0.343
H -1.1382 -0.1307 1.5735 -0.035 0.013 0.088
H -1.8887 2.7714 1.9771 -0.226 -0.379 0.203
H 1.0264 1.0008 -3.9579 -0.174 0.063 -0.086
H -4.8404 -3.2274 2.6083 0.174 0.183 -0.109
H 3.5164 2.4718 2.3142 -0.283 2.182 -1.490
H 2.5920 1.0448 -4.7549 -0.029 -0.304 0.157
H 0.0944 0.6734 -1.9034 0.059 -0.046 0.022
H 0.7173 -2.2566 -3.1435 -0.060 0.069 -0.050
H 0.6423 -1.1659 -4.5435 0.057 -0.044 0.086
H 1.3692 2.0851 2.5113 -1.150 2.385 -0.086
H -0.3471 2.6894 0.1149 -0.126 0.012 -0.071
C 2.6147 -1.2907 -3.6035 0.247 0.181 -0.075
H 2.6187 -0.8376 -1.0091 0.022 0.011 -0.326
C 2.1015 1.0980 -3.7748 0.197 0.043 0.217
C 2.0018 4.2381 1.9313 0.607 -1.306 0.281
H -1.7429 0.1884 3.2147 0.009 -0.106 -0.117
C 2.1477 -0.0017 -1.5425 0.191 0.323 0.006
H 0.2332 -1.0435 -1.4770 -0.045 0.112 -0.070
H -3.2703 -3.0574 -0.4265 0.143 0.035 0.024
H 4.2640 4.1547 1.5995 -1.765 -1.982 -0.061
C 0.8958 3.1805 2.5247 1.062 -0.072 0.304
C -1.1574 -0.5046 2.6017 -0.041 0.061 -0.075
H 3.4516 2.6214 -3.0058 -0.129 -0.081 0.006
H -4.6382 -1.5718 0.9424 0.159 -0.155 0.249
H -0.9240 4.7909 1.2521 -0.093 -0.202 -0.109
H -3.6237 -5.4313 2.5335 0.039 0.093 -0.040
H -0.1272 -0.4919 2.9734 -0.107 -0.055 -0.060
H 2.0938 3.2509 -3.9502 0.002 -0.132 0.100
H 0.7132 3.4410 3.6510 0.194 -0.427 -2.142
C -3.5500 -1.4804 1.0534 0.119 0.358 0.140
H -3.0881 -1.4256 -1.0504 0.031 -0.043 0.086

No. 2
19
Properties=species:S:1:pos:R:3:forces:R:3 method="wB97M-V/def2-TZVPD" multiplicity=1 smiles=NCNCCO.O
H 2.4021 2.7869 -2.9163 -0.093 -0.182 0.016
C -0.4938 0.5672 0.1128 1.443 0.108 0.244
N -1.4513 -0.3067 0.7151 -0.640 0.654 -0.042
C -1.2785 -1.7171 0.5541 -0.247 0.145 0.473
O 0.6429 0.3423 2.2785 -0.009 0.430 0.770
H -0.1015 0.2262 -0.8572 -0.496 0.035 -0.318
H -0.9203 1.5568 -0.0211 -0.189 0.011 0.015
N -1.6098 -2.2455 -0.7709 0.122 -0.094 0.099
H -2.0957 -1.5268 -1.2861 -0.093 -0.026 -0.184
C 0.8270 0.7099 0.9406 -0.336 -0.783 -0.625
O 2.8358 2.3473 -2.1793 0.101 -0.056 0.190
H 1.4479 0.6305 2.7239 -0.195 -0.167 0.248
H -2.3955 0.0055 0.5285 0.056 -0.164 0.103
H -0.2583 -1.9010 0.8802 0.201 -0.505 -0.304
H -0.8133 -2.5341 -1.3123 0.245 0.018 -0.075
H 1.5908 0.0298 0.5454 0.017 0.104 -0.406
H -1.9309 -2.1837 1.2924 -0.008 -0.141 0.003
H 2.4110 1.4892 -2.0616 -0.023 0.227 -0.189
H 1.1915 1.7234 0.8332 0.147 0.386 -0.019

No. 3
17
Properties=species:S:1:pos:R:3:forces:R:3 method="wB97M-V/def2-TZVPD" multiplicity=1 charge=-1
S -1.0443 0.3751 0.0403 -0.083 0.132 -0.089
H 1.1982 1.3272 -0.1801 -0.019 0.105 0.174
H -0.1735 -1.0988 2.0614 0.041 0.124 -0.093
H -1.7462 1.4984 -2.2700 0.048 0.024 0.032
O 0.3456 -2.9963 2.5065 -0.127 0.104 -0.055
H 1.2575 -1.2369 0.1032 0.126 0.136 -0.005
H -0.0690 2.5849 -0.0872 0.161 0.081 0.124
H -1.3104 3.0407 -2.1798 0.016 0.032 0.011
C 1.6701 -1.7327 0.9855 -0.490 0.139 -0.275
H 2.3978 -1.0651 1.4520 0.029 -0.002 -0.028
N -1.0516 2.1616 -2.6176 -0.097 -0.356 -0.144
C 0.5124 -1.9434 1.9222 0.416 -0.618 0.398
C 0.2246 1.7408 -2.0303 -0.044 0.458 0.148
H 0.9535 2.5015 -2.3445 0.177 -0.103 0.149
C 0.1866 1.6058 -0.5029 -0.072 -0.241 -0.392
H 2.1185 -2.6842 0.7057 0.100 -0.010 0.184
H 0.5447 0.7842 -2.4494 -0.183 -0.004 -0.139

No. 4
11
Properties=species:S:1:pos:R:3:forces:R:3 method="wB97M-V/def2-TZVPD" multiplicity=1 smiles="[O-][N+]#CBr.CC=O"
O 0.8618 1.0360 0.3859 -0.883 1.030 0.986
C -1.4934 1.8787 -1.2058 -0.007 -0.712 -0.382
Br -0.2961 2.8335 -2.1312 0.205 0.413 -0.286
N -1.8247 0.8096 -0.8632 0.699 2.809 -0.266
H 0.0197 -1.0348 1.8179 0.399 -0.216 0.006
H 1.2285 -2.1834 1.1182 0.827 -0.470 0.127
O -2.2620 -0.0955 -0.2666 -0.965 -2.442 0.860
H 2.0143 -0.2541 -0.3757 1.607 -0.768 -0.945
H -0.1087 -1.5637 0.2461 -1.696 -0.908 -1.791
C 0.6147 -1.3361 0.9438 0.185 2.609 1.633
C 1.2459 -0.0903 0.3307 -0.371 -1.345 0.057

Result set for calculated total energy: -1093.6746; -381.4488; -686.6142; -2895.8114 a.u., one per record in the order listed.
Result set for energy relative to the best compared isomer or geometry (same formula, charge and spin): 125.5; 173.6; 132.5; 355.2 kJ/mol, one per record in the order listed.